This record from the OMol25 dataset describes C17H36N2O6SV as an isolated structure. The level of theory is ωB97M-V/def2-TZVPD.

Output
- Expectation value of S²: 3.75
- Multiplicity: 4
- Kohn-Sham gap (spin up / spin down): 7.72 / 7.41 eV
- LUMO energy (spin up / spin down): -4.65 / -4.96 eV
- Total charge: +2

Last column: Mulliken charge in e.
CARTESIAN COORDINATES (ANGSTROEM)
V -1.394 -1.291 -1.619  1.076
S 1.477 1.158 2.303  -0.503
O 0.642 -0.362 -1.694  -0.273
O -2.028 -3.403 -0.895  -0.444
O -2.384 -1.150 0.409  0.195
O -0.655 -1.388 -3.756  -0.191
O -1.813 0.805 -1.206  -0.252
O -3.114 -1.718 -2.901  -0.299
N 2.870 0.753 4.485  -0.208
N 2.709 2.972 3.940  -0.010
C 5.361 1.340 4.574  -0.780
C -2.327 -3.571 0.542  -0.501
C -1.720 -0.975 -4.753  -0.556
C -3.885 -2.930 -2.371  -0.508
C -2.937 -1.733 -4.384  -0.678
C -2.909 -2.309 1.130  -0.793
C 0.623 -0.788 -4.135  -0.513
C -0.717 1.668 -1.682  -0.763
C 4.100 0.903 5.322  -0.740
C -2.146 1.164 0.243  -0.415
C -2.935 -4.028 -1.837  -0.580
C -3.054 0.169 0.793  -0.637
C 1.426 -0.741 -2.905  -0.722
C 2.402 1.700 3.634  0.210
C 2.474 4.015 2.958  -0.623
C 0.650 1.063 -1.392  0.130
C 3.591 4.080 1.964  -0.934
H -4.087 0.179 0.373  0.369
H 5.842 2.217 4.958  0.289
H 2.286 -0.047 -2.947  0.407
H -0.951 1.677 -2.755  0.242
H 5.083 1.592 3.527  0.227
H -0.793 2.682 -1.305  0.512
H 2.403 4.958 3.522  0.358
H -2.367 -4.568 -2.584  0.334
H 1.542 3.801 2.380  0.250
H -3.992 -2.299 1.038  0.405
H 1.763 -1.717 -2.626  0.365
H -3.036 -4.434 0.627  0.385
H 4.240 -0.058 5.799  0.470
H 1.447 1.548 -1.906  0.687
H 2.554 -0.193 4.225  0.281
H 1.150 -1.358 -4.980  0.350
H 0.935 1.172 -0.324  -0.434
H 3.808 1.592 6.138  0.303
H -1.363 -1.209 -5.778  0.412
H -1.338 -3.825 1.028  0.318
H -2.713 -2.272 2.206  0.441
H 3.692 3.171 1.366  0.239
H 6.055 0.506 4.613  0.317
H 0.416 0.218 -4.631  0.376
H -3.102 0.195 1.896  0.386
H -1.769 0.118 -4.635  0.403
H -4.566 -3.233 -3.139  0.543
H -3.512 -4.809 -1.342  0.435
H -4.577 -2.563 -1.575  0.204
H -2.544 2.174 0.300  0.414
H -3.902 -1.330 -4.784  0.322
H 4.535 4.304 2.481  0.299
H -2.858 -2.765 -4.723  0.482
H 3.282 3.183 4.762  0.300
H 3.358 4.908 1.243  0.370
H -1.230 1.084 0.787  0.251


This record from the OMol25 dataset describes a 6-piece molecular cluster, C17H36N9O12 overall. The level of theory is ωB97M-V/def2-TZVPD.

Output
- Kohn-Sham gap: 7.39 eV
- LUMO energy: -4.85 eV
- Total charge: +1

Last column: Mulliken charge in e.
CARTESIAN COORDINATES (ANGSTROEM)
O -4.484 4.629 4.509  -0.520
O 5.207 -0.121 3.681  -0.531
O 7.865 4.075 -2.924  -0.526
O 2.898 -3.856 -0.225  -0.536
O 6.155 -0.409 -1.010  -0.503
O 0.907 -2.881 -0.724  -0.242
O -4.022 1.661 1.840  -0.553
O -5.504 3.208 2.007  -0.503
O 8.092 3.775 -5.043  -0.524
O -4.714 4.873 6.633  -0.516
O 6.445 -1.879 3.621  -0.518
O 6.383 -0.731 -3.126  -0.529
N -2.569 -4.004 -2.836  -1.149
N -0.021 1.603 -1.617  -0.639
N -5.606 -1.327 -1.127  -0.244
N -5.024 4.393 5.570  0.862
N -1.613 -4.028 -1.928  0.596
N 7.604 3.517 -3.967  0.884
N -4.391 2.823 1.768  0.940
N 6.183 -0.740 3.310  0.874
N 5.897 -0.980 -2.048  0.894
C -1.405 -3.140 -0.972  0.769
C 7.119 -0.064 2.370  -0.629
C -5.704 -0.991 0.305  -0.532
C -6.165 3.437 5.540  -0.660
C 2.208 -2.009 1.161  -0.998
C -1.946 -0.957 0.178  -0.847
C -1.134 0.636 -1.717  -0.526
C -2.231 -2.010 -0.842  0.615
C 2.076 -3.009 0.063  0.678
C -3.379 -2.983 -2.703  -0.477
C 4.889 -2.074 -1.979  -0.682
C -3.373 3.835 1.376  -0.852
C -3.291 -1.967 -1.747  1.305
C -0.239 -3.415 -0.082  -1.377
C -1.803 0.485 -0.348  -0.366
C -4.382 -0.931 -1.806  -1.361
C 6.600 2.420 -3.933  -0.705
H -5.815 -2.299 -1.294  0.337
H -4.066 0.035 -1.458  0.197
H 5.363 -2.986 -2.329  0.318
H 0.125 2.059 -2.504  0.249
H 6.748 0.935 2.177  0.297
H -1.015 -1.193 0.670  -0.180
H 4.061 -1.798 -2.625  0.313
H 6.256 2.302 -2.912  0.275
H -0.982 -4.818 -1.995  0.280
H 5.788 2.705 -4.595  0.304
H -4.626 -0.811 -2.860  0.567
H -6.061 -1.849 0.861  0.305
H -4.762 -0.636 0.693  -0.013
H 4.579 -2.172 -0.950  0.172
H 7.139 -0.657 1.462  0.219
H -3.848 4.808 1.368  0.329
H -6.545 3.327 6.549  0.328
H -2.688 -0.975 0.965  0.368
H 2.980 -2.322 1.848  0.361
H -1.831 1.048 -2.436  0.401
H -0.745 -0.309 -2.096  0.292
H -4.187 -2.942 -3.414  0.556
H 8.099 -0.037 2.836  0.291
H -5.789 2.495 5.153  0.241
H -0.403 -3.024 0.910  0.587
H -3.004 3.564 0.391  0.336
H -6.917 3.850 4.876  0.261
H -2.577 3.794 2.112  0.308
H -1.175 1.008 0.359  0.685
H -6.419 -0.194 0.463  0.285
H 0.832 1.126 -1.370  0.187
H 1.294 -1.885 1.729  0.350
H -0.117 -4.494 0.031  0.497
H 2.445 -1.037 0.745  0.266
H 7.087 1.517 -4.285  0.283
H -2.749 0.999 -0.300  -0.227


This record from the OMol25 dataset describes a 11-piece molecular cluster, C17H37BBr12N3O11 overall. The level of theory is ωB97M-V/def2-TZVPD.

Output
- Kohn-Sham gap: 4.78 eV
- LUMO energy: -4.27 eV
- Total charge: +1

Last column: Mulliken charge in e.
CARTESIAN COORDINATES (ANGSTROEM)
Br 8.803 -2.348 0.602  -0.160
Br 0.118 -7.298 -8.002  -0.170
Br -7.696 9.506 4.373  -0.104
Br -5.513 10.322 -3.072  -0.175
Br -3.809 -6.980 -5.505  -0.158
Br 5.563 -7.177 -3.447  -0.170
Br 8.501 1.179 0.614  -0.139
Br 3.947 6.605 -2.246  -0.118
Br -5.070 7.097 -6.429  -0.175
Br -7.358 8.909 7.984  -0.137
Br 8.195 -10.506 -5.469  -0.162
Br 3.670 3.464 -3.925  -0.143
O -2.108 2.154 0.196  -0.440
O -0.983 -2.736 6.363  -0.768
O -0.610 0.494 0.921  -0.529
O -2.467 -0.127 -0.268  -0.487
O -4.166 2.268 3.085  -0.671
O -3.327 4.053 0.773  -0.623
O -1.894 -4.483 5.466  -0.749
O 0.770 -1.138 0.236  -0.681
O -2.819 0.832 1.966  -0.451
O -3.178 -2.855 6.092  -0.463
O -1.589 -1.919 -1.231  -0.685
N 0.128 -6.889 1.196  -0.496
N 4.303 -2.181 4.508  -0.513
N -2.252 1.789 7.848  -0.499
C -1.553 -0.921 -0.517  0.586
C -3.371 1.955 2.179  0.624
C -5.948 8.675 -4.222  -0.649
C -7.311 7.919 5.365  -0.587
C -1.943 -3.353 5.903  0.687
C 7.138 -8.266 -3.790  -0.373
C 6.860 -9.052 -4.999  -0.795
C 9.167 0.087 -0.856  -0.595
C 2.159 4.416 -3.029  -0.624
C -8.192 7.837 6.537  -0.540
C -1.455 -6.576 -7.022  -0.666
C -1.980 -7.588 -6.000  -0.510
C 8.409 -1.192 -0.957  -0.572
C 2.403 5.912 -3.286  -0.565
C -4.651 8.202 -4.816  -0.478
C -0.231 -0.475 0.207  0.632
C -2.995 2.854 0.943  0.539
B -1.994 0.813 0.714  1.186
H 3.392 -2.125 4.941  0.379
H 8.778 -1.603 -1.897  0.338
H -2.536 1.783 8.817  0.380
H 4.383 -3.063 4.023  0.366
H 2.386 4.243 -1.977  0.321
H -6.503 8.021 -3.550  0.379
H 4.550 -1.473 3.832  0.382
H -1.301 -5.626 -6.512  0.404
H -3.558 -3.676 5.771  0.306
H -2.209 -6.257 -7.742  0.403
H -6.692 9.001 -4.950  0.383
H 6.655 -8.519 -5.927  0.422
H 1.056 -7.098 1.535  0.373
H 1.553 6.511 -2.958  0.345
H 5.876 -9.518 -4.936  0.392
H -0.283 -6.635 2.082  0.368
H -2.120 -8.588 -6.411  0.368
H -4.214 9.141 -5.156  0.364
H 2.548 6.195 -4.329  0.362
H 7.245 -8.925 -2.929  0.335
H -7.480 7.076 4.695  0.310
H 7.327 -1.094 -0.872  0.369
H -8.166 6.809 6.897  0.284
H -1.920 0.882 7.550  0.359
H 9.102 0.691 -1.761  0.372
H -0.362 -7.699 0.844  0.376
H -4.066 7.613 -4.110  0.352
H -1.420 -7.645 -5.067  0.329
H -3.099 1.831 7.300  0.378
H 1.163 3.985 -3.128  0.422
H -6.228 7.868 5.475  0.376
H -9.265 8.029 6.499  0.399
H -1.671 2.602 7.701  0.373
H 5.033 -2.271 5.199  0.383
H 0.100 -6.014 0.692  0.375
H 8.039 -7.660 -3.880  0.351
H 10.239 -0.073 -0.743  0.388


Number 3 is which compound?
C17H37BBr12N3O11


What did the second record say?
This record from the OMol25 dataset describes a 6-piece molecular cluster, C17H36N9O12 overall. The level of theory is ωB97M-V/def2-TZVPD.

Output
- Kohn-Sham gap: 7.39 eV
- LUMO energy: -4.85 eV
- Total charge: +1

Last column: Mulliken charge in e.
CARTESIAN COORDINATES (ANGSTROEM)
O -4.484 4.629 4.509  -0.520
O 5.207 -0.121 3.681  -0.531
O 7.865 4.075 -2.924  -0.526
O 2.898 -3.856 -0.225  -0.536
O 6.155 -0.409 -1.010  -0.503
O 0.907 -2.881 -0.724  -0.242
O -4.022 1.661 1.840  -0.553
O -5.504 3.208 2.007  -0.503
O 8.092 3.775 -5.043  -0.524
O -4.714 4.873 6.633  -0.516
O 6.445 -1.879 3.621  -0.518
O 6.383 -0.731 -3.126  -0.529
N -2.569 -4.004 -2.836  -1.149
N -0.021 1.603 -1.617  -0.639
N -5.606 -1.327 -1.127  -0.244
N -5.024 4.393 5.570  0.862
N -1.613 -4.028 -1.928  0.596
N 7.604 3.517 -3.967  0.884
N -4.391 2.823 1.768  0.940
N 6.183 -0.740 3.310  0.874
N 5.897 -0.980 -2.048  0.894
C -1.405 -3.140 -0.972  0.769
C 7.119 -0.064 2.370  -0.629
C -5.704 -0.991 0.305  -0.532
C -6.165 3.437 5.540  -0.660
C 2.208 -2.009 1.161  -0.998
C -1.946 -0.957 0.178  -0.847
C -1.134 0.636 -1.717  -0.526
C -2.231 -2.010 -0.842  0.615
C 2.076 -3.009 0.063  0.678
C -3.379 -2.983 -2.703  -0.477
C 4.889 -2.074 -1.979  -0.682
C -3.373 3.835 1.376  -0.852
C -3.291 -1.967 -1.747  1.305
C -0.239 -3.415 -0.082  -1.377
C -1.803 0.485 -0.348  -0.366
C -4.382 -0.931 -1.806  -1.361
C 6.600 2.420 -3.933  -0.705
H -5.815 -2.299 -1.294  0.337
H -4.066 0.035 -1.458  0.197
H 5.363 -2.986 -2.329  0.318
H 0.125 2.059 -2.504  0.249
H 6.748 0.935 2.177  0.297
H -1.015 -1.193 0.670  -0.180
H 4.061 -1.798 -2.625  0.313
H 6.256 2.302 -2.912  0.275
H -0.982 -4.818 -1.995  0.280
H 5.788 2.705 -4.595  0.304
H -4.626 -0.811 -2.860  0.567
H -6.061 -1.849 0.861  0.305
H -4.762 -0.636 0.693  -0.013
H 4.579 -2.172 -0.950  0.172
H 7.139 -0.657 1.462  0.219
H -3.848 4.808 1.368  0.329
H -6.545 3.327 6.549  0.328
H -2.688 -0.975 0.965  0.368
H 2.980 -2.322 1.848  0.361
H -1.831 1.048 -2.436  0.401
H -0.745 -0.309 -2.096  0.292
H -4.187 -2.942 -3.414  0.556
H 8.099 -0.037 2.836  0.291
H -5.789 2.495 5.153  0.241
H -0.403 -3.024 0.910  0.587
H -3.004 3.564 0.391  0.336
H -6.917 3.850 4.876  0.261
H -2.577 3.794 2.112  0.308
H -1.175 1.008 0.359  0.685
H -6.419 -0.194 0.463  0.285
H 0.832 1.126 -1.370  0.187
H 1.294 -1.885 1.729  0.350
H -0.117 -4.494 0.031  0.497
H 2.445 -1.037 0.745  0.266
H 7.087 1.517 -4.285  0.283
H -2.749 0.999 -0.300  -0.227


What is the formula in the second record?
C17H36N9O12